1.
A cluster of 4 separate species, C18H26FN3O3S in total, computed with the ωB97M-V functional and the def2-TZVPD basis.

Results
SMILES: CC[C@@H]1C[C@@H](F)OS(=O)(=O)C1.c1cc[nH]c1.c1cc[nH]c1.c1cc[nH]c1
HOMO level in hartree: -0.2877
E in hartree: -1589.4935
LUMO in hartree: 0.0085
Orbital gap in eV: 8.06

Positions of all 52 atoms, in Å:
S  2.54  0.44  1.92
F  3.17  2.61  -0.14
O  3.81  0.75  0.98
O  2.98  -0.49  2.91
O  1.96  1.67  2.36
N  -1.58  -1.37  -5.07
N  0.11  3.62  3.46
N  0.23  -5.17  1.46
C  -2.11  -2.00  -3.98
C  0.04  0.09  -1.31
C  0.75  -3.39  2.67
C  -0.91  1.25  -1.63
C  -0.63  -3.68  2.85
C  1.20  0.54  -0.41
C  -3.78  -1.38  -5.35
C  1.33  -0.33  0.85
C  1.25  -4.33  1.80
C  -1.62  4.80  2.74
C  -0.90  5.58  3.69
C  -0.97  3.60  2.62
C  0.16  4.81  4.12
C  -0.92  -4.78  2.09
C  -2.59  -0.99  -5.91
C  -3.47  -2.02  -4.12
C  2.56  0.53  -1.09
C  3.57  1.32  -0.30
H  0.94  5.02  4.83
H  -0.48  1.94  -2.35
H  -1.47  -2.37  -3.19
H  4.54  1.33  -0.80
H  -0.61  -1.21  -5.23
H  2.24  -4.47  1.41
H  -2.50  5.10  2.20
H  0.46  -0.28  -2.25
H  2.54  0.86  -2.12
H  1.73  -1.31  0.58
H  1.01  1.55  -0.05
H  -1.33  -3.14  3.47
H  -1.18  2.74  2.02
H  -1.84  -5.32  1.95
H  -1.13  6.57  4.02
H  -4.75  -1.22  -5.77
H  -0.55  -0.69  -0.83
H  -2.38  -0.47  -6.83
H  2.94  -0.50  -1.08
H  -4.17  -2.45  -3.42
H  0.41  -0.41  1.42
H  0.31  -5.95  0.84
H  -1.87  0.89  -1.99
H  -1.11  1.82  -0.72
H  0.76  2.86  3.57
H  1.31  -2.59  3.12

2.
An isolated molecule of H2IOP, computed with the ωB97M-V functional and the def2-TZVPD basis.

Results
SMILES: O=[PH2]I
HOMO level in hartree: -0.3805
E in hartree: -715.4811
Energy above the lowest of the compared OMol25 structures with the same formula, charge and spin in eV: 0.4413
LUMO in hartree: -0.0301
Orbital gap in eV: 9.54

Positions of all 5 atoms, in Å:
I  -2.30  0.55  0.01
P  0.18  -0.08  0.02
O  0.61  -1.46  -0.03
H  0.92  0.35  1.10
H  0.60  0.65  -1.09